Entry from the OMol25 dataset: a cluster of 2 separate species, CH5OS in total at a distorted geometry (ωB97M-V/def2-TZVPD).

The charge is -1. As for the total energy: -14001.235 eV. As for the relative energy (zero: lowest compared OMol25 entry of this formula, charge and spin): 13.15 kcal per mole. The HOMO energy comes out at -2.9 eV. The gap between HOMO and LUMO is 7.16 eV. Its spin multiplicity is 1.

```
8
Properties=species:S:1:pos:R:3:forces:R:3:lowdin_charge:R:1
S -2.39867 -0.30104 0.54520 -0.16 -0.92 1.48 -0.29
H -2.71706 -0.99021 1.75909 0.46 0.86 -1.55 -0.40
C 0.98248 0.50053 -0.47856 2.33 0.24 0.70 -0.25
O 0.92907 -0.93417 -0.30843 -3.55 1.67 0.90 -0.23
H 0.33614 1.01008 -1.20242 -0.37 -0.78 -0.05 0.05
H 2.02398 0.57409 -0.85452 -0.40 0.79 0.17 0.06
H 0.88821 1.11411 0.48557 0.08 -1.13 -1.04 0.08
H -0.04415 -0.97338 0.05408 1.61 -0.73 -0.60 -0.02
```
Forces are in eV/Å.

---

Entry from the OMol25 dataset: the ion CH5OS2 with charge -1 at a distorted geometry (ωB97M-V/def2-TZVPD).

The charge is -1. As for the total energy: -24835.364 eV. As for the relative energy (zero: lowest compared OMol25 entry of this formula, charge and spin): 42.02 kcal per mole. The HOMO energy comes out at -2.6 eV. The gap between HOMO and LUMO is 6.34 eV. Its spin multiplicity is 1.

```
9
Properties=species:S:1:pos:R:3:forces:R:3:lowdin_charge:R:1
O -1.10914 0.20280 -1.81939 1.06 1.37 -1.31 -0.62
H -1.58747 -0.60191 -1.81574 -0.73 -1.21 0.27 -0.10
C 0.99934 -0.11466 -0.15850 -1.12 3.30 0.33 -0.34
S -0.79838 0.72089 0.01481 1.43 -1.35 -1.60 0.32
S -0.64077 0.97457 2.11290 0.32 -1.03 2.53 0.02
H 0.79539 -1.00358 -0.59783 -0.66 -2.96 -1.02 -0.04
H 1.52456 -0.17960 0.76908 -0.08 -0.10 0.81 -0.02
H 1.65508 0.39802 -0.86353 -0.36 0.53 -0.08 0.02
H -0.83862 -0.39653 2.35820 0.14 1.46 0.07 -0.22
```
Forces are in eV/Å.

---

Entry from the OMol25 dataset: the ion CH5OS2 with charge -1 at a distorted geometry (ωB97M-V/def2-TZVPD).

The charge is -1. As for the total energy: -24834.817 eV. As for the relative energy (zero: lowest compared OMol25 entry of this formula, charge and spin): 54.62 kcal per mole. The HOMO energy comes out at -2.5 eV. The gap between HOMO and LUMO is 6.39 eV. Its spin multiplicity is 1.

```
9
Properties=species:S:1:pos:R:3:forces:R:3:lowdin_charge:R:1
O -1.28207 -1.47811 -0.96400 0.66 -3.62 1.99 -0.60
H -1.91588 -1.49289 -1.61422 -2.11 1.23 -2.29 -0.06
C -1.18102 -0.16969 1.33881 0.85 1.84 -0.74 -0.38
S -0.18544 -0.37515 -0.29030 -1.08 0.32 0.37 0.43
S 1.54694 1.18763 0.14033 1.25 1.36 -0.82 -0.12
H -2.23846 -0.42167 1.39792 0.20 -1.13 -0.73 0.01
H -1.30081 0.91583 1.34543 0.55 0.25 0.59 -0.02
H -0.63259 -0.49949 2.22662 -0.08 -0.03 -0.27 0.01
H 1.64648 1.34149 -1.27707 -0.25 -0.21 1.90 -0.27
```
Forces are in eV/Å.

---

Entry from the OMol25 dataset: a structure of composition CH5OS2 at a distorted geometry (ωB97M-V/def2-TZVPD).

The charge is -1. As for the total energy: -24835.936 eV. As for the relative energy (zero: lowest compared OMol25 entry of this formula, charge and spin): 28.82 kcal per mole. The HOMO energy comes out at -2.8 eV. The gap between HOMO and LUMO is 6.56 eV. Its spin multiplicity is 1.

```
9
Properties=species:S:1:pos:R:3:forces:R:3:lowdin_charge:R:1
O 2.34433 0.40251 0.17861 -0.90 1.16 -1.16 -0.56
H 2.11195 1.21837 -0.35712 1.05 -1.40 0.98 0.00
C 0.45044 -1.18162 -0.93985 1.05 1.47 -0.77 -0.49
S 0.62048 -0.02583 0.41684 -0.03 0.56 0.87 0.58
S -2.09427 0.38125 0.14143 -0.34 -0.21 0.01 -0.15
H -0.14112 -2.02744 -0.70136 -0.19 -0.91 0.44 0.00
H 1.52808 -1.34410 -1.12717 -0.63 -0.61 -0.38 0.02
H -0.04801 -0.67318 -1.77802 0.32 -0.22 0.07 0.01
H -1.32752 1.00923 -0.75847 -0.33 0.15 -0.05 -0.40
```
Forces are in eV/Å.

---

Entry from the OMol25 dataset: a cluster of 2 separate species, CH5PS in total at a distorted geometry (ωB97M-V/def2-TZVPD).

As for the SMILES: P=S.C. As for the total energy: -21239.351 eV. As for the relative energy (zero: lowest compared OMol25 entry of this formula, charge and spin): 56.96 kcal per mole. The HOMO energy comes out at -8.8 eV. The gap between HOMO and LUMO is 7.59 eV. Its spin multiplicity is 1.

```
8
Properties=species:S:1:pos:R:3:forces:R:3:lowdin_charge:R:1
P 0.02632 1.39642 -2.15462 -2.73 -0.69 0.46 0.20
S 1.78966 1.79232 -2.45241 3.62 0.24 -0.60 0.05
H -0.39251 2.73271 -2.11490 -0.89 0.45 0.14 -0.22
C -0.23417 -1.10176 1.26332 4.86 -0.56 -3.15 -0.05
H -0.02297 -0.54974 2.19317 1.98 1.34 -1.28 0.04
H -0.98910 -1.34886 1.77892 -7.70 -2.34 2.18 -0.10
H -0.41662 -0.78705 0.15128 0.49 0.01 2.75 0.04
H 0.23939 -2.13405 1.33524 0.37 1.55 -0.50 0.05
```
Forces are in eV/Å.

---

Entry from the OMol25 dataset: an isolated molecule of CH5PS2 at a distorted geometry (ωB97M-V/def2-TZVPD).

As for the SMILES: CPSS. As for the total energy: -32076.780 eV. As for the relative energy (zero: lowest compared OMol25 entry of this formula, charge and spin): 29.44 kcal per mole. The HOMO energy comes out at -8.6 eV. The gap between HOMO and LUMO is 9.02 eV. Its spin multiplicity is 1.

```
9
Properties=species:S:1:pos:R:3:forces:R:3:lowdin_charge:R:1
C -0.65004 -1.25604 0.31492 3.46 -0.51 0.20 -0.45
P -0.70672 0.17315 -0.78052 1.76 1.03 -0.44 0.52
S 0.40908 1.78470 0.32657 -0.83 -1.55 -0.38 0.00
S 2.26056 1.11129 -0.36037 -0.02 1.66 -0.13 0.17
H 0.35641 -1.81246 0.24611 -1.78 0.43 -0.27 0.06
H -1.50424 -1.77957 -0.00549 -0.83 -1.39 -0.35 0.00
H -0.73834 -1.01431 1.34493 -0.35 0.39 0.93 0.01
H -1.92640 0.39907 -0.26275 -1.70 1.13 0.41 -0.13
H 2.49968 2.39416 -0.82340 0.29 -1.19 0.03 -0.18
```
Forces are in eV/Å.

---

Entry from the OMol25 dataset: an isolated molecule of CH5PS2 at a distorted geometry (ωB97M-V/def2-TZVPD).

As for the total energy: -32071.910 eV. As for the relative energy (zero: lowest compared OMol25 entry of this formula, charge and spin): 76.73 kcal per mole. The HOMO energy (alpha / beta) comes out at -5.2 / -9.7 eV. The gap between HOMO and LUMO (alpha / beta) is 5.49 / 8.24 eV. Its spin multiplicity is 3.

```
9
Properties=species:S:1:pos:R:3:forces:R:3:lowdin_charge:R:1
C 1.09845 -0.67966 0.48690 0.31 -0.31 -3.04 -0.84
P -2.11509 0.38907 -0.50549 -1.85 3.03 -0.03 0.36
S -0.57959 -1.12655 0.36728 1.28 -2.58 0.34 0.46
S 1.82992 0.08195 -1.00734 0.22 -0.01 2.70 0.63
H 1.13651 -0.05203 1.28925 0.82 1.44 2.35 -0.05
H -2.36629 0.80772 0.88887 0.08 -0.43 -1.05 -0.17
H -1.05488 1.39992 -0.61687 -0.50 -0.90 -0.01 -0.18
H -0.40725 -1.70400 -0.83510 -0.39 0.03 0.16 -0.10
H 2.45823 0.88358 -0.06751 0.02 -0.28 -1.41 -0.10
```
Forces are in eV/Å.

---

Entry from the OMol25 dataset: a structure of composition CH6BBrFeOP at a distorted geometry (ωB97M-V/def2-TZVPD).

The charge is +2. As for the total energy: -117552.324 eV. The HOMO energy (alpha / beta) comes out at -17.1 / -17.9 eV. The gap between HOMO and LUMO (alpha / beta) is 4.34 / 4.73 eV. Its spin multiplicity is 6.

```
12
Properties=species:S:1:pos:R:3:forces:R:3:lowdin_charge:R:1
C -0.50517 1.30856 -0.33795 1.18 0.47 -0.76 -0.11
B -0.93425 -0.03636 0.52787 -1.58 1.80 0.93 -0.61
P 0.22642 -1.51476 0.17874 -2.01 0.08 -3.23 0.87
O 0.08433 -1.82910 -1.45820 0.72 0.10 3.19 -0.25
Br 2.44555 -1.00029 0.44192 1.69 0.51 0.43 0.41
H -0.06022 2.07201 0.35020 -0.09 -0.80 -0.54 0.07
H -1.41035 1.79391 -0.78436 0.40 -0.85 0.47 0.09
H 0.17400 1.09976 -1.19935 -0.39 0.46 0.59 0.06
H -1.02809 0.14494 1.70516 0.42 -0.43 0.19 0.04
H -2.01162 -0.37946 0.11128 0.22 -1.00 -0.15 0.08
H -0.82446 -2.18643 -1.55703 0.01 0.12 -0.50 0.11
Fe 3.84385 0.52722 2.02172 -0.57 -0.45 -0.62 1.23
```
Forces are in eV/Å.